[1]
Computed, not measured: a structure of composition C3H9N3O2 at a distorted geometry, with wB97M-V/def2-TZVPD.

Values from the calculation:
2S+1: 1
Charge: 0
Energy relative to the best compared isomer or geometry (same formula, charge and spin) in kcal/mol: 124.6
Strongest force on any atom in eV/A: 1.23
HOMO energy in eV: -8.525
Gap between HOMO and LUMO in eV: 7.65

Atoms and positions in Å:
C (-1.419, 0.149, -1.183)
N (-1.149, 1.097, 1.399)
C (-0.586, -0.540, -0.126)
N (-0.555, -0.010, 1.176)
H (-1.563, 1.645, 0.647)
H (-1.020, 1.489, 2.322)
H (-0.812, -1.604, -0.019)
H (-1.038, 1.148, -1.404)
H (-2.471, 0.225, -0.896)
H (-1.330, -0.422, -2.104)
C (1.101, -0.565, -0.567)
N (1.764, -1.433, 0.328)
O (1.266, 1.078, 0.208)
O (1.382, -0.554, -1.751)
H (2.125, 1.137, 0.649)
H (2.706, -1.631, 0.021)
H (1.600, -1.207, 1.299)

Atomic partial charges in e from the Löwdin method, atoms 1 to 8: number 1, C, carries -0.06; number 2, N, carries 0.13; number 3, C, carries -0.29; number 4, N, carries 0.08; number 5, H, carries 0.13; number 6, H, carries 0.14; number 7, H, carries 0.15; number 8, H, carries 0.09


[2]
Computed, not measured: a cluster of 2 separate species, C3H11N2OP in total at a distorted geometry, with wB97M-V/def2-TZVPD.

Values from the calculation:
2S+1: 1
Charge: 0
Energy relative to the best compared isomer or geometry (same formula, charge and spin) in kcal/mol: 82.9
Strongest force on any atom in eV/A: 4.02
HOMO energy in eV: -8.383
Gap between HOMO and LUMO in eV: 8.57

Atoms and positions in Å:
C (-1.056, -1.003, 0.614)
C (-0.479, -0.872, -1.806)
C (0.412, 2.258, -1.208)
N (-0.433, 1.502, 1.491)
N (-0.478, -0.264, -0.456)
O (2.428, -0.846, 2.339)
P (0.084, 1.173, 0.075)
H (-1.175, -0.404, 1.549)
H (-2.109, -1.143, 0.361)
H (-0.510, -1.897, 0.835)
H (-1.417, -0.430, -2.466)
H (0.451, -0.755, -2.270)
H (-0.600, -2.033, -1.826)
H (0.864, 2.044, -2.152)
H (0.934, 3.036, -0.770)
H (2.852, -0.334, 1.660)
H (0.001, 2.260, 1.918)
H (1.584, -0.483, 2.501)

Atomic partial charges in e from the Löwdin method, atoms 1 to 8: number 1, C, carries -0.18; number 2, C, carries -0.10; number 3, C, carries -0.21; number 4, N, carries -0.19; number 5, N, carries -0.39; number 6, O, carries -0.04; number 7, P, carries 0.70; number 8, H, carries 0.06


[3]
Computed, not measured: the molecule C3H6ClNOS at a distorted geometry, with wB97M-V/def2-TZVPD.

Values from the calculation:
2S+1: 1
Structure (SMILES): S=CNOCCCl
Charge: 0
Energy relative to the best compared isomer or geometry (same formula, charge and spin) in kcal/mol: 97.7
Strongest force on any atom in eV/A: 9.16
HOMO energy in eV: -8.092
Gap between HOMO and LUMO in eV: 8.66

Atoms and positions in Å:
S (-3.386, -0.135, -0.349)
C (-2.220, -1.199, 0.066)
N (-1.161, -0.757, 0.638)
O (-0.673, 0.558, 0.621)
C (0.451, 0.909, -0.393)
C (2.006, 0.706, 0.047)
Cl (2.612, -1.012, -0.215)
H (-2.536, -2.187, -0.221)
H (-0.264, -1.513, 0.635)
H (0.121, 0.422, -1.265)
H (0.426, 1.977, -0.130)
H (2.538, 1.304, -0.652)
H (2.086, 0.928, 1.218)

Atomic partial charges in e from the Löwdin method, atoms 1 to 8: number 1, S, carries 0.59; number 2, C, carries -0.75; number 3, N, carries -0.14; number 4, O, carries -0.19; number 5, C, carries -0.12; number 6, C, carries -0.50; number 7, Cl, carries 0.46; number 8, H, carries 0.05


[4]
Computed, not measured: the molecule C20H18N2OS at a distorted geometry, with wB97M-V/def2-TZVPD.

Values from the calculation:
2S+1: 1
Charge: 0
Energy relative to the best compared isomer or geometry (same formula, charge and spin) in kcal/mol: 154.2
Strongest force on any atom in eV/A: 3.54
HOMO energy in eV: -6.773
Gap between HOMO and LUMO in eV: 6.34

Atoms and positions in Å:
C (-0.451, -0.851, 1.541)
C (-1.656, -1.350, 0.997)
C (-2.938, -1.243, 1.635)
N (-4.026, -1.111, 2.082)
C (-1.717, -2.318, -0.058)
N (-1.974, -3.121, -0.889)
C (0.846, -1.369, 0.977)
C (0.993, -1.517, -0.404)
C (2.227, -1.923, -0.962)
C (3.214, -2.485, -0.149)
C (3.093, -2.322, 1.233)
C (1.985, -1.654, 1.779)
H (-0.407, -0.728, 2.644)
H (0.165, -1.223, -1.063)
H (2.405, -1.815, -2.041)
H (4.025, -3.086, -0.562)
H (3.873, -2.728, 1.887)
H (2.016, -1.381, 2.852)
C (-2.068, 2.417, 3.421)
S (-2.254, 1.328, 1.964)
C (-3.440, 2.130, 0.864)
C (-0.544, 0.935, 1.316)
C (-0.367, 1.391, -0.091)
C (0.720, 2.413, -0.427)
C (0.614, 3.786, -0.107)
C (1.457, 4.724, -0.734)
C (2.400, 4.314, -1.686)
C (2.532, 2.949, -1.971)
C (1.761, 2.005, -1.278)
O (-1.027, 0.875, -1.021)
H (-2.661, 1.938, 4.226)
H (-1.024, 2.445, 3.750)
H (-2.465, 3.415, 3.218)
H (-4.360, 1.568, 1.041)
H (-3.558, 3.173, 1.152)
H (-3.164, 2.010, -0.177)
H (0.306, 1.043, 2.059)
H (-0.181, 4.108, 0.579)
H (1.346, 5.793, -0.492)
H (3.035, 5.043, -2.196)
H (3.235, 2.602, -2.744)
H (1.903, 0.931, -1.414)

Atomic partial charges in e from the Löwdin method, atoms 1 to 8: number 1, C, carries -0.21; number 2, C, carries -0.32; number 3, C, carries -0.32; number 4, N, carries 0.08; number 5, C, carries -0.26; number 6, N, carries 0.12; number 7, C, carries -0.19; number 8, C, carries -0.05


[5]
Computed, not measured: a cluster of 2 separate species, C4H13NO2 in total at a distorted geometry, with wB97M-V/def2-TZVPD.

Values from the calculation:
2S+1: 1
Structure (SMILES): CNCCCO.O
Charge: 0
Energy relative to the best compared isomer or geometry (same formula, charge and spin) in kcal/mol: 49.5
Strongest force on any atom in eV/A: 4.14
HOMO energy in eV: -8.892
Gap between HOMO and LUMO in eV: 9.68

Atoms and positions in Å:
C (-1.130, 0.445, -2.013)
N (-0.011, 0.197, -1.181)
C (0.131, 1.018, 0.031)
C (1.654, 0.692, 0.543)
C (1.623, -0.459, 1.546)
O (0.566, -1.376, 1.343)
H (-1.301, -0.371, -2.732)
H (-0.954, 1.474, -2.556)
H (-2.134, 0.686, -1.542)
H (-0.073, -0.781, -0.832)
H (-0.574, 0.794, 0.951)
H (0.171, 2.093, -0.292)
H (1.943, 1.637, 0.990)
H (2.371, 0.512, -0.258)
H (2.625, -0.894, 1.744)
H (1.353, 0.046, 2.494)
H (-0.061, -1.417, 2.117)
O (-2.231, -1.212, 0.217)
H (-2.426, -2.127, -0.098)
H (-1.544, -0.959, -0.474)

Atomic partial charges in e from the Löwdin method, atoms 1 to 8: number 1, C, carries -0.20; number 2, N, carries -0.17; number 3, C, carries -0.19; number 4, C, carries -0.16; number 5, C, carries -0.29; number 6, O, carries -0.11; number 7, H, carries 0.09; number 8, H, carries 0.11


[6]
Computed, not measured: the molecule C4H7N at a distorted geometry, with wB97M-V/def2-TZVPD.

Values from the calculation:
2S+1: 1
Structure (SMILES): CCCC#N
Charge: 0
Energy relative to the best compared isomer or geometry (same formula, charge and spin) in kcal/mol: 4.1
Strongest force on any atom in eV/A: 1.78
HOMO energy in eV: -11.464
Gap between HOMO and LUMO in eV: 12.35

Atoms and positions in Å:
C (0.417, 0.965, -1.203)
C (-0.076, -0.275, -0.487)
C (-0.209, -0.035, 1.018)
C (-0.411, -1.345, 1.563)
N (-0.553, -2.416, 1.960)
H (0.506, 0.785, -2.274)
H (-0.264, 1.811, -1.067)
H (1.389, 1.260, -0.806)
H (-1.053, -0.574, -0.894)
H (0.620, -1.161, -0.596)
H (0.688, 0.400, 1.467)
H (-1.054, 0.584, 1.319)

Atomic partial charges in e from the Löwdin method, atoms 1 to 8: number 1, C, carries -0.12; number 2, C, carries -0.27; number 3, C, carries -0.21; number 4, C, carries -0.27; number 5, N, carries 0.15; number 6, H, carries 0.07; number 7, H, carries 0.08; number 8, H, carries 0.07


[7]
Computed, not measured: a cluster of 9 separate species, C12H43N17O9 in total at a distorted geometry, with wB97M-V/def2-TZVPD.

Values from the calculation:
2S+1: 2
Charge: +1
Energy relative to the best compared isomer or geometry (same formula, charge and spin) in kcal/mol: 13.2
Strongest force on any atom in eV/A: 6.60
Expectation value of S²: 0.76
HOMO energy (spin up / spin down) in eV: -11.489 / -11.485
Gap between HOMO and LUMO (spin up / spin down) in eV: 9.31 / 3.78

Atoms and positions in Å:
C (-1.517, 4.925, -0.642)
O (-0.860, 5.087, -1.664)
N (-1.676, 3.798, -0.055)
N (-2.032, 5.913, 0.006)
H (-2.266, 3.842, 0.763)
H (-0.950, 3.099, -0.124)
H (-2.244, 6.729, -0.549)
H (-2.308, 5.907, 0.978)
C (0.644, -2.426, 3.199)
O (0.397, -3.618, 3.343)
N (-0.059, -1.416, 3.549)
N (1.748, -2.032, 2.627)
H (0.306, -0.488, 3.388)
H (-1.010, -1.653, 3.790)
H (1.856, -1.035, 2.751)
H (2.458, -2.554, 2.134)
C (-0.367, 0.559, 0.320)
O (-0.057, 1.626, -0.070)
N (-1.526, 0.373, 0.900)
N (0.331, -0.495, 0.224)
H (-1.723, -0.608, 1.040)
H (-2.191, 1.129, 0.824)
H (0.109, -1.275, 0.825)
H (1.258, -0.322, -0.138)
C (3.703, 0.726, 0.207)
O (3.459, -0.046, -0.748)
N (4.697, 0.577, 1.078)
N (2.855, 1.618, 0.567)
H (4.674, 1.402, 1.659)
H (5.539, 0.019, 1.069)
H (3.147, 2.301, 1.251)
H (1.902, 1.561, 0.237)
C (1.539, 2.040, -3.776)
O (2.191, 1.587, -4.654)
N (0.571, 2.910, -3.829)
N (1.614, 1.552, -2.549)
H (0.098, 3.158, -2.972)
H (0.367, 3.254, -4.757)
H (2.355, 0.869, -2.476)
H (1.228, 2.060, -1.766)
C (1.926, 1.705, 3.822)
O (2.077, 0.583, 3.363)
N (2.347, 2.101, 4.991)
N (1.388, 2.679, 3.098)
H (2.658, 1.373, 5.618)
H (2.535, 3.070, 5.207)
H (1.601, 3.656, 3.238)
H (1.516, 2.374, 2.143)
C (-2.854, -2.903, -0.388)
O (-2.864, -3.157, -1.575)
N (-1.777, -3.026, 0.392)
N (-3.968, -2.804, 0.325)
H (-1.862, -3.020, 1.398)
H (-0.926, -3.072, -0.149)
H (-3.949, -2.343, 1.224)
H (-4.831, -3.069, -0.128)
C (-5.238, 1.237, -0.053)
O (-4.360, 2.038, 0.333)
N (-6.444, 1.421, 0.243)
N (-4.864, 0.175, -0.712)
H (-7.157, 0.830, -0.160)
H (-6.750, 2.259, 0.716)
H (-5.494, -0.440, -1.208)
H (-3.890, 0.269, -0.961)
C (2.295, -2.241, -3.982)
C (1.095, -2.734, -3.142)
C (1.738, -3.272, -1.788)
O (0.662, -3.898, -1.116)
C (0.992, -4.821, -0.089)
N (0.178, -1.597, -2.933)
H (2.064, -1.969, -5.012)
H (3.199, -2.849, -3.948)
H (2.612, -1.245, -3.674)
H (0.554, -3.537, -3.644)
H (1.948, -2.362, -1.226)
H (2.656, -3.852, -1.884)
H (0.087, -5.148, 0.423)
H (1.567, -4.197, 0.595)
H (1.483, -5.671, -0.563)
H (-0.688, -2.048, -2.675)
H (0.477, -1.150, -2.078)

Atomic partial charges in e from the Löwdin method, atoms 1 to 8: number 1, C, carries -0.80; number 2, O, carries 0.01; number 3, N, carries 0.18; number 4, N, carries 0.17; number 5, H, carries 0.11; number 6, H, carries 0.05; number 7, H, carries 0.12; number 8, H, carries 0.12


[8]
Computed, not measured: a cluster of 2 separate species, CH3Cl2OP in total at a distorted geometry, with wB97M-V/def2-TZVPD.

Values from the calculation:
2S+1: 1
Charge: 0
Energy relative to the best compared isomer or geometry (same formula, charge and spin) in kcal/mol: 63.6
Strongest force on any atom in eV/A: 3.71
HOMO energy in eV: -9.593
Gap between HOMO and LUMO in eV: 9.29

Atoms and positions in Å:
C (-1.169, 1.050, -1.513)
O (-0.967, 1.793, 1.215)
P (-0.630, 0.866, 0.119)
Cl (3.190, -2.801, 1.801)
Cl (0.669, -0.542, 0.615)
H (1.979, -2.332, 1.670)
H (-1.037, 0.226, -2.243)
H (-2.035, 1.741, -1.664)

Listed below, in e, are the Löwdin charges computed for each atom: number 1, C, carries -0.24; number 2, O, carries -0.40; number 3, P, carries 0.30; number 4, Cl, carries 0.26; number 5, Cl, carries 0.38; number 6, H, carries -0.32; number 7, H, carries 0.00; number 8, H, carries 0.02


Q: Which of these has the highest energy relative to the best compared isomer or geometry (same formula, charge and spin)?
A: C20H18N2OS


Q: Look up the 2S+1 of the fourth one.
A: 1